A 8-piece molecular cluster, C5H22O9 overall at a distorted geometry, computed with the ωB97M-V functional and the def2-TZVPD basis.

Last column: Mulliken charge in e.
Atoms and positions in Å:
C (-0.679, -0.818, -2.601)  -0.85
C (0.028, -1.905, -2.389)  -0.07
C (-0.383, -3.027, -1.459)  -0.70
C (0.006, -2.868, 0.030)  -1.02
C (0.347, -1.561, 0.703)  0.43
O (-0.436, -0.823, 1.253)  -0.33
O (1.689, -1.393, 0.723)  -0.51
H (-1.703, -0.671, -2.268)  0.25
H (-0.347, -0.074, -3.308)  0.36
H (0.988, -2.129, -2.857)  0.32
H (0.026, -3.948, -1.869)  0.36
H (-1.459, -3.129, -1.513)  0.33
H (0.902, -3.479, 0.070)  0.34
H (-0.685, -3.415, 0.662)  0.37
H (1.991, -0.791, 1.455)  0.59
O (0.205, 3.824, -0.777)  -0.62
H (0.838, 3.918, -1.509)  0.32
H (0.815, 3.392, -0.163)  0.28
O (1.102, 2.278, -2.980)  -0.66
H (0.445, 1.913, -3.585)  0.30
H (1.010, 1.813, -2.129)  0.53
O (-1.984, 1.284, 2.358)  -0.77
H (-1.274, 0.634, 2.450)  0.48
H (-2.778, 0.737, 2.512)  0.33
O (0.920, 1.097, -0.530)  -0.70
H (0.031, 0.688, -0.461)  0.32
H (1.403, 0.255, -0.419)  0.38
O (2.470, 0.443, 2.496)  -0.69
H (2.363, 0.690, 3.422)  0.32
H (1.902, 1.102, 2.065)  0.32
O (0.023, 1.143, 3.822)  -0.66
H (-0.134, 0.217, 3.612)  0.33
H (-0.840, 1.541, 3.953)  0.32
O (-2.059, 0.731, -0.453)  -0.50
H (-2.597, 1.447, -0.818)  0.29
H (-2.146, 0.883, 0.504)  0.23

Cartesian forces (eV/Å) of the 3 atoms listed first:
-0.6 0.2 -1.1
0.6 -1.1 0.7
-1.0 1.0 -0.3

Summary:
SMILES string: C=CCCC(=O)O.O.O.O.O.O.O.O
energy: -880.8506 Ha

---

C7H10O as an isolated structure at a distorted geometry, computed with the ωB97M-V functional and the def2-TZVPD basis.

Last column: Mulliken charge in e.
Atoms and positions in Å:
C (1.895, -0.808, -0.145)  -1.38
C (0.693, -0.018, -0.036)  0.87
C (0.664, 1.386, 0.246)  -0.36
C (-0.318, 0.884, -0.805)  -0.45
C (-1.629, 0.182, -0.660)  -0.18
C (-1.663, -0.030, 0.850)  -0.43
C (-0.544, -0.844, 0.458)  -0.22
H (2.675, -1.080, 0.619)  0.36
H (2.499, -0.573, -1.362)  0.20
H (1.645, -2.178, -0.131)  0.26
H (1.499, 1.843, -0.553)  0.23
H (0.342, 1.921, 1.274)  0.21
H (-0.206, 1.119, -1.937)  0.24
H (-2.507, 0.615, -1.193)  0.51
H (-1.228, 0.873, 1.462)  0.06
H (-2.553, -0.577, 1.475)  0.27
H (-0.041, -1.613, 1.345)  0.30
O (-1.224, -1.103, -0.905)  -0.49

Cartesian forces (eV/Å) of the 3 atoms listed first:
3.2 -5.7 -4.8
-3.2 -0.9 1.5
0.3 3.8 -0.9

Summary:
energy: -347.6649 Ha

---

C4H5NO2 as an isolated structure at a distorted geometry, computed with the ωB97M-V functional and the def2-TZVPD basis.

Last column: Mulliken charge in e.
Atoms and positions in Å:
O (-0.424, -1.377, 0.649)  -0.39
C (-1.174, -0.360, 0.143)  -0.51
C (-0.404, 0.276, -0.933)  0.04
C (-0.068, 0.988, 0.351)  -0.64
N (1.095, 0.310, 0.940)  -0.53
C (0.904, -0.924, 0.225)  0.31
O (0.678, -0.594, -1.142)  -0.44
H (-2.171, -0.188, 0.518)  0.43
H (-0.799, 0.756, -1.810)  0.43
H (1.336, 1.182, 0.219)  0.36
H (-0.499, 1.813, 0.881)  0.52
H (1.630, -1.725, 0.345)  0.42

Cartesian forces (eV/Å) of the 3 atoms listed first:
1.1 -0.2 0.0
0.5 1.8 1.1
-0.1 0.3 -0.7

Summary:
energy: -360.5004 Ha

---

Asked for HOMO across the records above, the calculation gives -9.94; -9.27; -8.44 eV in order.